# 1
ORCA calculation (ωB97M-V/def2-TZVPD) on a structure of composition H3P3S in a non-equilibrium geometry.

```
! wB97M-V def2-TZVPD RIJCOSX def2/J DEFGRID3
* xyz 0 1
P -3.52302 -1.51797 1.23443
P 0.42497 0.17927 -1.02480
P -1.62665 -0.99645 1.47943
S 0.59943 0.61198 0.97580
H 1.54022 0.92304 -1.41573
H -0.43811 1.20675 -1.41169
H -0.90577 -1.76957 2.38587
*
```

Output
Largest force on an atom (hartree/bohr): 0.0271
DFT total energy (hartree): -1423.917749
ΔE to the lowest compared entry with this formula, charge and spin (eV): 2.1156
Kohn-Sham gap (spin up / spin down) (eV): 6.62 / 6.41

# 2
ORCA calculation (ωB97M-V/def2-TZVPD) on a structure of composition C3H5NO in a non-equilibrium geometry.

```
! wB97M-V def2-TZVPD RIJCOSX def2/J DEFGRID3
* xyz 0 1
N 1.78938 -0.47271 -0.39799
C 0.74404 -0.02307 0.15827
C -0.49718 -0.72771 -0.17819
C -1.11402 0.66820 0.24080
O 0.23767 1.15854 0.59775
H 2.65840 0.01365 -0.45504
H -0.83882 -1.55360 0.45066
H 0.31329 -1.06316 -1.04925
H -1.74607 0.67526 1.14740
H -1.54669 1.32460 -0.51441
*
```

Output
Largest force on an atom (hartree/bohr): 0.0801
DFT total energy (hartree): -247.177903
ΔE to the lowest compared entry with this formula, charge and spin (eV): 3.5193
Kohn-Sham gap (eV): 10.76

# 3
ORCA calculation (ωB97M-V/def2-TZVPD) on a structure of composition C4H7LiO2Pd in a non-equilibrium geometry.

```
! wB97M-V def2-TZVPD RIJCOSX def2/J DEFGRID3
* xyz 1 4
O 2.02946 0.87835 -0.49167
C 0.98181 1.61451 -0.38012
C -0.40096 1.06209 -0.26273
Li 3.44217 1.04095 0.68061
H 1.15607 2.70172 -0.37051
H -0.80172 1.38798 0.71065
H -1.01305 1.57116 -1.02569
C -1.28707 -1.05437 0.54658
C -0.53869 -0.45130 -0.49948
O -1.85907 -2.26372 0.37518
H -1.34748 -0.65919 1.56588
H -0.02013 -0.57627 -1.46638
H 0.32784 -1.77774 -0.72574
H -2.76977 -2.26269 0.68607
Pd 2.10058 -1.21147 0.65735
*
```

Output
Largest force on an atom (hartree/bohr): 0.0715
DFT total energy (hartree): -441.997024
Kohn-Sham gap (spin up / spin down) (eV): 5.24 / 8.18

# 4
ORCA calculation (ωB97M-V/def2-TZVPD) on a structure of composition C31H31AsGaGeN4O7S2 in a non-equilibrium geometry.

```
! wB97M-V def2-TZVPD RIJCOSX def2/J DEFGRID3
* xyz -1 1
Ga 0.76046 0.32764 0.54877
S -1.38536 -1.18020 -1.24073
C -1.92878 -2.73255 -1.35646
N -1.51342 -3.67330 -2.19911
C -2.29673 -4.88234 -2.32457
C -3.03951 -5.05277 -1.00650
S -3.25083 -3.35710 -0.36175
H -0.76785 -3.48523 -2.86600
H -1.64329 -5.73098 -2.52830
H -3.00187 -4.77996 -3.15800
H -2.45573 -5.61416 -0.27875
H -4.01680 -5.51186 -1.12928
C -1.33466 2.83298 -2.84026
As -1.01283 2.21371 -0.99988
C -2.87010 1.84681 -0.51801
C -0.90428 3.94504 -0.09865
H -2.16466 3.54026 -2.85643
H -1.58577 1.97779 -3.46861
H -0.43820 3.30993 -3.23460
H -3.50376 2.70583 -0.74681
H -2.91143 1.62679 0.54798
H -3.23111 0.97614 -1.06209
H -1.77234 4.55799 -0.34708
H 0.01020 4.45734 -0.38459
H -0.88734 3.76628 0.97729
O 3.28778 2.58179 -5.88261
N 3.17405 1.37367 -5.75710
O 3.37668 0.57980 -6.66460
C 2.78185 0.85330 -4.46729
C 2.52346 -0.49287 -4.34130
C 2.18889 -0.99836 -3.09093
C 2.09470 -0.18688 -1.91786
O 1.79352 -0.68642 -0.76554
C 2.29510 1.22549 -2.13639
C 2.63829 1.71793 -3.39024
N 2.10407 2.13668 -1.11856
O 1.99527 3.36274 -1.37690
O 2.11505 1.73813 0.14743
N 1.75350 -2.35294 -3.04248
O 1.18340 -2.78360 -4.06040
O 1.94255 -3.04330 -2.06954
H 2.57109 -1.14600 -5.19793
H 2.80022 2.77672 -3.50971
C -0.65496 0.45022 1.84916
Ge -0.05459 0.16561 3.67086
C 1.76126 0.53560 4.38098
C 2.86549 0.76946 3.57098
C 4.11277 1.02518 4.12558
C 4.26554 1.04055 5.50403
C 3.17047 0.81228 6.32713
C 1.92608 0.56800 5.76537
C -0.54848 -1.66010 4.26381
C 0.27635 -2.45321 5.05605
C -0.12497 -3.72366 5.44897
C -1.35534 -4.21967 5.04291
C -2.17735 -3.44772 4.23279
C -1.77251 -2.17946 3.84327
C -1.22392 1.41164 4.68582
C -2.23955 0.99378 5.54054
C -3.10714 1.91107 6.12066
C -2.96914 3.26377 5.84885
C -1.95097 3.69959 5.01080
C -1.09071 2.77743 4.43548
H 2.74917 0.76233 2.49136
H 4.96685 1.21397 3.48681
H 5.23786 1.23126 5.94208
H 3.28462 0.82709 7.40473
H 1.06362 0.40261 6.40356
H 1.24140 -2.06882 5.36683
H 0.52892 -4.32852 6.06636
H -1.67394 -5.20524 5.36084
H -3.13018 -3.83863 3.89583
H -2.40175 -1.57499 3.19849
H -2.35632 -0.06540 5.74559
H -3.89841 1.56854 6.77759
H -3.65498 3.97784 6.28892
H -1.84061 4.75673 4.79985
H -0.30524 3.11572 3.76635
*
```

Output
Largest force on an atom (hartree/bohr): 0.0276
DFT total energy (hartree): -8979.171163
ΔE to the lowest compared entry with this formula, charge and spin (eV): 4.4207
Kohn-Sham gap (spin up / spin down) (eV): 6.86 / 6.23

Copy entry 2 word for word.
ORCA calculation (ωB97M-V/def2-TZVPD) on a structure of composition C3H5NO in a non-equilibrium geometry.

```
! wB97M-V def2-TZVPD RIJCOSX def2/J DEFGRID3
* xyz 0 1
N 1.78938 -0.47271 -0.39799
C 0.74404 -0.02307 0.15827
C -0.49718 -0.72771 -0.17819
C -1.11402 0.66820 0.24080
O 0.23767 1.15854 0.59775
H 2.65840 0.01365 -0.45504
H -0.83882 -1.55360 0.45066
H 0.31329 -1.06316 -1.04925
H -1.74607 0.67526 1.14740
H -1.54669 1.32460 -0.51441
*
```

Output
Largest force on an atom (hartree/bohr): 0.0801
DFT total energy (hartree): -247.177903
ΔE to the lowest compared entry with this formula, charge and spin (eV): 3.5193
Kohn-Sham gap (eV): 10.76

DFT total energy of number 2 (C3H5NO)? -247.177903 hartree